Record 1
Entry from OMol25: a 11-piece molecular cluster, C41H55F10INO30Si overall at a distorted geometry (the ωB97M-V functional and the def2-TZVPD basis).

The charge is +1. As for the spin multiplicity: 1. As for the max |F|: 3.95 eV/A. The HOMO-LUMO gap is 9.28 eV. The HOMO energy comes out at -11.9 eV.

Each line ends with the Löwdin charge.
Atoms and positions in Å:
C  2.3507  4.7959  0.4969  0.000
C  1.5274  3.6548  -0.0094  -0.110
C  0.9829  2.3887  0.8807  -0.162
N  -0.3978  2.6264  1.5166  -0.316
C  -1.3993  2.8668  0.3772  -0.190
C  -1.7744  4.4294  0.1031  -0.085
C  -0.3749  3.7070  2.5647  -0.239
C  0.5121  3.3897  3.9073  -0.642
C  -0.4195  3.0792  5.2618  -0.181
I  1.5673  5.2898  4.4342  0.872
Si  -0.8964  0.9798  2.1567  0.550
C  -1.3866  -0.2456  0.7000  -0.167
C  -2.5026  1.1032  3.2806  -0.188
C  0.4668  0.0724  3.1523  -0.187
H  3.1698  4.7404  1.3309  0.049
H  2.1283  5.8838  0.0596  0.097
H  1.2783  3.6623  -1.1696  0.130
H  0.8152  1.4931  0.1131  0.102
H  1.8203  2.1563  1.6792  0.136
H  -1.0803  2.2988  -0.6228  0.168
H  -2.4064  2.3438  0.7485  0.122
H  -2.4241  4.9194  0.9459  0.082
H  -2.4244  4.4668  -0.8920  0.102
H  -0.8544  5.1415  -0.0935  0.094
H  0.0854  4.7188  2.1271  0.087
H  -1.4886  3.8762  2.9284  0.139
H  1.3820  2.6214  3.7631  0.064
H  -1.5776  3.1210  4.9998  0.078
H  -0.2465  3.9182  6.0924  0.052
H  -0.0922  2.0682  5.7628  0.086
H  -1.6118  -1.2831  1.2450  0.078
H  -0.4394  -0.3945  0.0192  0.048
H  -2.3172  0.1605  0.1167  0.058
H  -2.2352  1.0401  4.4409  0.056
H  -3.0931  2.0949  3.0151  0.054
H  -3.2087  0.1946  3.0436  0.064
H  0.1681  0.0335  4.3074  0.064
H  0.4900  -1.0678  2.8029  0.076
H  1.5355  0.5447  3.1155  0.043
C  3.3874  -2.3989  -2.0900  -0.068
C  2.7474  -2.6505  -0.7676  -0.321
O  2.3522  -1.3658  -0.3430  0.137
C  2.1174  -0.6697  -1.4907  -0.482
O  1.5012  0.3818  -1.5395  0.103
O  2.6504  -1.2980  -2.5828  0.100
F  3.6462  -3.1342  0.1189  0.074
H  4.4428  -2.1197  -2.0036  0.121
H  3.3056  -3.2577  -2.7618  0.159
H  1.8735  -3.3093  -0.8099  0.167
C  -3.9914  -4.1596  0.9435  -0.085
C  -4.3355  -5.0839  -0.1740  -0.311
O  -3.6696  -4.5230  -1.2825  0.103
C  -2.5812  -3.8913  -0.7598  -0.524
O  -1.6216  -3.5244  -1.4173  0.129
O  -2.6925  -3.7256  0.5935  0.045
F  -5.6644  -5.0668  -0.4222  0.085
H  -4.6604  -3.2943  0.9989  0.128
H  -3.9882  -4.6633  1.9139  0.150
H  -3.9973  -6.1147  -0.0242  0.181
C  6.0345  4.3448  3.3089  -0.084
C  6.4491  4.7183  1.9268  -0.339
O  7.7410  4.1668  1.8099  0.148
C  7.7380  3.0796  2.6313  -0.500
O  8.5740  2.1921  2.5950  0.149
O  6.6787  3.1008  3.4967  0.074
F  6.5458  6.0606  1.7984  0.085
H  6.3890  5.0546  4.0639  0.144
H  4.9501  4.2432  3.4048  0.118
H  5.8035  4.3139  1.1399  0.167
C  -3.8777  -5.5505  -4.6025  -0.072
C  -2.4581  -5.1334  -4.4224  -0.334
O  -1.9945  -4.9633  -5.7426  0.148
C  -3.0952  -4.6049  -6.4614  -0.494
O  -3.0537  -4.1086  -7.5749  0.138
O  -4.2525  -4.8623  -5.7789  0.075
F  -1.7363  -6.1177  -3.8411  0.086
H  -3.9854  -6.6285  -4.7628  0.153
H  -4.5078  -5.2566  -3.7587  0.132
H  -2.3321  -4.1993  -3.8647  0.163
C  -2.3004  -1.5398  -9.6755  -0.086
C  -1.6054  -1.9057  -10.9423  -0.331
O  -2.2258  -1.0864  -11.9071  0.143
C  -2.6193  0.0267  -11.2267  -0.503
O  -2.9436  1.0752  -11.7591  0.144
O  -2.5989  -0.1724  -9.8735  0.069
F  -1.8404  -3.1971  -11.2656  0.083
H  -3.2316  -2.0967  -9.5271  0.143
H  -1.6645  -1.6790  -8.7971  0.142
H  -0.5272  -1.7133  -10.9345  0.177
C  3.7970  6.3681  9.3146  -0.071
C  3.9586  4.8966  9.1405  -0.329
O  3.8993  4.7216  7.7431  0.123
C  4.3790  5.8846  7.2195  -0.517
O  4.7387  6.0167  6.0615  0.094
O  4.4153  6.8840  8.1529  0.082
F  2.9238  4.2285  9.6976  0.082
H  2.7472  6.6794  9.3357  0.151
H  4.2904  6.7367  10.2179  0.150
H  4.9063  4.5010  9.5212  0.181
C  -6.5396  -2.0222  -3.1155  -0.060
C  -6.7228  -0.6778  -2.4986  -0.323
O  -6.1743  -0.8295  -1.2090  0.156
C  -5.2111  -1.7839  -1.3435  -0.449
O  -4.3360  -1.9939  -0.5200  0.122
O  -5.3403  -2.4728  -2.5183  0.073
F  -8.0354  -0.3807  -2.3708  0.091
H  -7.3506  -2.7156  -2.8689  0.156
H  -6.4406  -1.9707  -4.2032  0.152
H  -6.2066  0.1319  -3.0253  0.180
C  2.4079  -6.6804  1.5367  -0.067
C  2.1780  -5.5933  0.5432  -0.348
O  0.9062  -5.8935  0.0147  0.144
C  0.2460  -6.5325  1.0208  -0.490
O  -0.9614  -6.7046  1.0460  0.145
O  1.1012  -6.9508  2.0031  0.085
F  3.0821  -5.6576  -0.4598  0.085
H  2.8265  -7.5858  1.0847  0.154
H  3.0590  -6.3641  2.3561  0.148
H  2.1695  -4.5863  0.9737  0.160
C  7.1420  -5.2392  0.6492  -0.070
C  7.4529  -5.9881  -0.6014  -0.325
O  6.5830  -5.4173  -1.5523  0.152
C  6.3936  -4.1343  -1.1343  -0.473
O  5.9289  -3.2485  -1.8325  0.118
O  6.7953  -3.9586  0.1615  0.082
F  7.1406  -7.2969  -0.4701  0.086
H  6.2922  -5.6616  1.1958  0.144
H  8.0001  -5.1824  1.3243  0.150
H  8.4890  -5.8842  -0.9410  0.182
C  -4.8468  6.3573  0.2707  -0.097
C  -5.1570  5.4867  -0.8988  -0.345
O  -6.5512  5.6255  -1.0523  0.147
C  -6.8366  6.8740  -0.5870  -0.495
O  -7.8829  7.4624  -0.8035  0.163
O  -5.8035  7.3903  0.1461  0.083
F  -4.8859  4.1916  -0.6212  0.058
H  -4.9877  5.8458  1.2288  0.148
H  -3.8302  6.7578  0.2330  0.134
H  -4.6532  5.7830  -1.8250  0.179


Record 2
Entry from OMol25: a 3-piece molecular cluster, C3H12N2O2 overall at a distorted geometry (the ωB97M-V functional and the def2-TZVPD basis).

Its SMILES is C/C(N)=C/N.O.O. As for the spin multiplicity: 1. As for the max |F|: 4.56 eV/A. The HOMO-LUMO gap is 8.09 eV. The HOMO energy comes out at -7.7 eV.

Each line ends with the Löwdin charge.
Atoms and positions in Å:
C  -0.2770  -2.3404  0.7998  -0.111
C  0.4714  -1.1035  0.6373  -0.420
N  0.9807  -0.5476  -0.6664  0.026
C  0.7526  -0.4126  1.8250  -0.154
N  0.8802  1.0965  1.7078  -0.017
H  0.4867  -3.1236  0.9683  0.089
H  -0.8799  -2.5419  -0.0980  0.074
H  -0.9859  -2.2374  1.6435  0.080
H  0.5310  0.4515  -0.7717  0.095
H  0.8368  -1.2350  -1.4807  0.093
H  0.4737  -0.9302  2.8559  0.132
H  1.8030  1.2542  1.1694  0.096
H  1.1224  1.4185  2.6300  0.035
O  0.8052  3.4267  -1.0376  -0.091
H  0.6804  2.9851  -1.8941  0.033
H  0.0129  3.2535  -0.4765  0.046
O  -2.4736  0.5073  -2.9221  -0.065
H  -3.1607  0.3843  -2.2213  0.059
H  -2.0600  -0.3056  -2.6685  0.001


Record 3
Entry from OMol25: C36H52BrN3OP2Ti as an isolated structure at a distorted geometry (the ωB97M-V functional and the def2-TZVPD basis).

The charge is +4. As for the spin multiplicity: 1. As for the max |F|: 5.45 eV/A. The HOMO-LUMO gap (alpha / beta) is 4.64 / 4.44 eV. The HOMO energy (alpha / beta) comes out at -18.9 / -18.9 eV.

Each line ends with the Löwdin charge.
Atoms and positions in Å:
N  -6.0643  2.6488  -3.2696  0.142
C  -5.6056  3.0992  -2.1003  -0.052
C  -4.3112  2.8135  -1.6324  0.038
C  -3.4324  2.0515  -2.4277  -0.196
C  -3.9386  1.5710  -3.6494  0.017
C  -5.2576  1.9062  -4.0263  -0.056
C  -2.0069  1.8723  -2.0295  -0.118
Ti  -0.5872  0.5080  -1.3241  0.841
P  1.6457  -0.1647  -1.0909  0.961
C  -0.9290  1.5532  -2.9388  -0.233
C  0.3117  2.3576  -2.9746  -0.241
C  1.3373  1.9482  -3.8550  -0.006
C  2.5121  2.6756  -3.9616  -0.073
C  2.6554  3.8655  -3.2252  -0.679
C  1.6122  4.3294  -2.4102  -0.048
C  0.4406  3.5855  -2.2999  0.015
Br  4.2195  4.7844  -3.3574  1.053
H  -1.7544  2.4893  -1.1574  0.117
H  -1.0567  0.8627  -3.7873  0.144
H  -3.9745  3.2020  -0.6762  0.128
H  -3.3273  0.9712  -4.3264  0.124
H  -6.2888  3.7123  -1.5054  0.141
H  -5.6640  1.5527  -4.9808  0.141
H  1.1852  1.0432  -4.4435  0.139
H  -0.3931  3.9468  -1.7076  0.134
H  3.3079  2.3326  -4.6190  0.137
H  1.6958  5.2803  -1.8965  0.136
P  -1.0491  -1.9373  -1.6449  0.954
C  2.7376  1.2578  -0.6398  -0.348
C  4.1666  1.1803  -1.1465  -0.095
H  2.7175  1.3118  0.4585  0.077
H  2.2521  2.1626  -1.0332  0.047
H  4.7237  2.0532  -0.7950  0.106
H  4.6963  0.2952  -0.7868  0.067
H  4.2252  1.1887  -2.2390  0.073
C  2.4866  -0.9259  -2.5605  -0.341
C  3.6122  -1.9218  -2.2755  -0.092
H  2.8735  -0.0958  -3.1621  0.067
H  1.7135  -1.3969  -3.1791  0.049
H  3.9240  -2.4442  -3.1925  0.113
H  4.5091  -1.4228  -1.8906  0.073
H  3.3381  -2.6947  -1.5492  0.080
C  2.0493  -1.3239  0.3018  -0.363
C  3.4480  -1.4164  0.9202  -0.087
H  1.7830  -2.3087  -0.1025  0.056
H  1.3231  -1.1095  1.1026  0.087
H  3.5067  -2.3335  1.5257  0.112
H  4.2566  -1.4861  0.1876  0.060
H  3.6815  -0.5824  1.5926  0.091
C  -0.8463  -2.8723  -0.0635  -0.358
C  -1.2442  -4.3431  -0.0687  -0.088
H  -1.3910  -2.3152  0.7117  0.072
H  0.2060  -2.8069  0.2177  0.040
H  -2.3273  -4.4902  -0.0912  0.087
H  -0.7970  -4.8956  -0.9001  0.080
H  -0.8828  -4.8062  0.8566  0.105
C  -0.2753  -3.0207  -2.9120  -0.347
C  -0.5624  -2.5943  -4.3565  -0.116
H  -0.6257  -4.0451  -2.7393  0.102
H  0.8102  -3.0320  -2.7392  0.073
H  -1.5055  -3.0232  -4.7217  0.095
H  -0.6168  -1.5013  -4.4762  0.054
H  0.2276  -2.9517  -5.0338  0.103
C  -2.8364  -2.0952  -1.8980  -0.335
C  -3.6885  -1.0292  -1.2188  -0.105
H  -3.1117  -3.0855  -1.5144  0.100
H  -3.0144  -2.1359  -2.9789  0.098
H  -4.3994  -0.6058  -1.9372  0.086
H  -4.2774  -1.4579  -0.3971  0.104
H  -3.1460  -0.1709  -0.7862  0.036
C  -0.6007  1.3380  5.1493  0.060
N  -0.4075  1.7325  3.7768  -0.019
N  -1.2412  1.2861  2.8062  0.074
C  -0.6496  1.5017  1.5977  -0.318
O  -1.0438  0.8982  0.5243  -0.137
C  0.5124  2.2763  1.8554  0.077
C  0.6936  2.2720  3.2221  -0.216
C  1.8660  2.6898  4.0181  0.019
C  -2.4142  0.5437  3.1743  -0.222
C  -3.4788  1.2161  3.7781  -0.010
C  -4.5483  0.4762  4.2849  -0.020
C  -4.5166  -0.9242  4.2129  -0.022
C  -3.4217  -1.5831  3.6429  -0.040
C  -2.3762  -0.8450  3.0881  -0.030
H  -1.5310  1.7518  5.5536  0.117
H  0.2440  1.7403  5.7123  0.109
H  -0.6127  0.2442  5.2725  0.127
H  1.1665  2.6831  1.0988  0.110
H  1.6072  3.4196  4.7963  0.117
H  2.3747  1.8312  4.4830  0.116
H  2.5813  3.1582  3.3310  0.102
H  -3.4487  2.3020  3.8703  0.134
H  -5.3922  0.9870  4.7512  0.132
H  -5.3500  -1.5049  4.6195  0.133
H  -3.3627  -2.6730  3.6359  0.124
H  -1.4979  -1.3172  2.6506  0.104


Record 4
Entry from OMol25: a 2-piece molecular cluster, C4H12O overall at a distorted geometry (the ωB97M-V functional and the def2-TZVPD basis).

Its SMILES is CCO.CC. As for the spin multiplicity: 1. As for the max |F|: 9.49 eV/A. The HOMO-LUMO gap is 11.03 eV. The HOMO energy comes out at -10.2 eV.

Each line ends with the Löwdin charge.
Atoms and positions in Å:
C  0.9225  -0.1362  1.1269  -0.095
C  0.5116  -0.5551  2.5634  -0.388
O  0.6758  0.3488  3.5940  -0.103
H  2.0297  -0.3311  1.0273  0.094
H  0.7670  0.9449  1.0919  0.068
H  0.3461  -0.7531  0.4168  0.039
H  -0.3836  -1.2202  2.8403  0.133
H  1.3016  -1.3062  2.6239  0.090
H  -0.1649  0.9593  3.5824  0.146
C  -0.1417  0.2093  -1.8054  -0.132
C  -1.2504  0.1811  -2.9521  -0.143
H  -0.3333  1.3593  -1.2494  0.143
H  -0.5279  -0.4362  -0.9785  0.041
H  0.7086  0.1759  -2.2985  -0.004
H  -0.8801  0.7116  -3.7549  0.032
H  -2.1062  0.6907  -2.6974  0.027
H  -1.4747  -0.8428  -3.1307  0.053